{"formula": "C41H59Br2Cl2N17O3", "method": "ωB97M-V/def2-TZVPD", "elements": ["C", "C", "Br", "C", "Br", "O", "C", "O", "O", "C", "Cl", "C", "C", "Cl", "H", "H", "H", "H", "H", "H", "H", "H", "C", "C", "N", "H", "H", "H", "C", "C", "N", "H", "H", "H", "C", "C", "N", "H", "H", "H", "C", "C", "N", "H", "H", "H", "C", "C", "N", "H", "H", "H", "C", "C", "N", "H", "H", "H", "C", "C", "N", "H", "H", "H", "C", "C", "N", "H", "H", "H", "C", "C", "N", "H", "H", "H", "C", "C", "N", "H", "H", "H", "C", "C", "N", "H", "H", "H", "C", "C", "N", "H", "H", "H", "C", "C", "N", "H", "H", "H", "C", "C", "N", "H", "H", "H", "C", "C", "N", "H", "H", "H", "C", "C", "N", "H", "H", "H", "C", "C", "N", "H", "H", "H"], "coordinates": [[-1.361735, 0.298467, -1.310443], [-1.223556, -1.130337, -1.404455], [-2.294080, -1.898136, -2.709565], [-0.488114, -1.840203, -0.665380], [-0.535480, -3.702112, -0.863650], [0.267926, -1.229174, 0.251319], [1.346354, -1.912453, 0.712685], [1.188045, -2.793074, 1.427653], [2.586990, -1.521718, 0.508367], [3.149978, -0.802558, -0.555295], [2.550366, -1.284722, -2.164613], [3.232284, 0.712816, -0.341448], [2.235328, 1.250608, 0.605313], [3.308594, 1.565476, -1.898965], [-1.642515, 0.715213, -2.229346], [-2.055511, 0.523066, -0.561957], [-0.466890, 0.754667, -1.025147], [4.156174, -1.099416, -0.574265], [4.166193, 0.915559, 0.067575], [1.259776, 0.863447, 0.519928], [2.153906, 2.278075, 0.427574], [2.624518, 1.166638, 1.570670], [5.769699, -3.913519, -2.609958], [5.749964, -2.537152, -2.169394], [5.708377, -1.449466, -1.825867], [5.216373, -4.545774, -1.920691], [5.316860, -4.008576, -3.593051], [6.788775, -4.285596, -2.668371], [2.717511, 1.215708, -5.867926], [1.404622, 1.814759, -5.731942], [0.363591, 2.287951, -5.787759], [3.333795, 1.378959, -4.982795], [2.646060, 0.141722, -6.021821], [3.249252, 1.628874, -6.720800], [-2.145956, 2.070140, -7.846902], [-3.086374, 1.193777, -8.516053], [-3.827169, 0.500214, -9.041584], [-1.767254, 2.828047, -8.528143], [-2.609558, 2.579285, -7.016804], [-1.298081, 1.516480, -7.459702], [6.313617, 1.414223, 2.554262], [5.065422, 2.035857, 2.940901], [4.073279, 2.522496, 3.234736], [7.052757, 1.506336, 3.345220], [6.172045, 0.356201, 2.346918], [6.713278, 1.886419, 1.659473], [1.701705, 7.291847, 3.741916], [2.410899, 6.605519, 2.694146], [2.973473, 6.059438, 1.864884], [2.344388, 7.996971, 4.264527], [0.857248, 7.850880, 3.346423], [1.318432, 6.582392, 4.462703], [-1.879255, 6.728013, 1.839035], [-1.910659, 7.706526, 2.906651], [-1.928211, 8.471382, 3.757574], [-0.954362, 6.801272, 1.266880], [-1.946153, 5.723618, 2.226819], [-2.701712, 6.871448, 1.152751], [0.919340, 2.746548, -9.537621], [1.957506, 1.740450, -9.603683], [2.776758, 0.946927, -9.652970], [1.342321, 3.724608, -9.324774], [0.381382, 2.808449, -10.479885], [0.205801, 2.510576, -8.753910], [4.078065, 6.304346, -1.314400], [3.754037, 5.868569, -2.651597], [3.484887, 5.522023, -3.704731], [4.235633, 7.378777, -1.272731], [3.280620, 6.066481, -0.614035], [4.982745, 5.825646, -0.952105], [-3.744121, 2.984152, -0.990572], [-3.732543, 3.957909, 0.084025], [-3.768426, 4.714078, 0.946174], [-2.941700, 3.142845, -1.707077], [-3.675898, 1.961196, -0.638912], [-4.683243, 3.069898, -1.521862], [-4.359972, -4.875144, -1.275463], [-3.268077, -5.717409, -1.715042], [-2.408244, -6.385163, -2.061588], [-4.024791, -3.849305, -1.152726], [-5.168836, -4.883817, -2.001865], [-4.754706, -5.215609, -0.322240], [-2.333744, -6.700331, 1.889775], [-3.345755, -5.696992, 2.125943], [-4.131746, -4.890630, 2.318411], [-2.745821, -7.571513, 1.392193], [-1.533761, -6.316562, 1.262831], [-1.887825, -7.039800, 2.820695], [2.040422, 9.402476, -1.618821], [1.573553, 9.495093, -0.250282], [1.210544, 9.556668, 0.831466], [1.486474, 10.067829, -2.274939], [3.091188, 9.670136, -1.694642], [1.928149, 8.390257, -1.999843], [-2.101232, -10.203055, -0.557370], [-2.293399, -10.227039, 0.878602], [-2.446316, -10.246910, 2.011509], [-2.739449, -9.455437, -1.022306], [-1.070530, -9.964234, -0.804459], [-2.342172, -11.170158, -0.992079], [-1.301146, 5.288263, 6.608384], [-0.832360, 5.147785, 5.249825], [-0.472612, 5.063790, 4.169019], [-0.643905, 5.942260, 7.176307], [-2.299993, 5.715200, 6.626338], [-1.337609, 4.325874, 7.107280], [-3.160610, -4.308724, 5.634398], [-3.317296, -4.423109, 7.069932], [-3.440439, -4.515208, 8.203110], [-3.761352, -3.495185, 5.238596], [-2.123802, -4.117534, 5.368094], [-3.469247, -5.219633, 5.131243], [-1.057607, -1.875085, 9.013577], [-0.294063, -0.699890, 8.665958], [0.316791, 0.224042, 8.394380], [-1.244714, -2.491397, 8.140043], [-0.528517, -2.483771, 9.741093], [-2.019760, -1.607830, 9.440431], [-4.962662, -13.102292, 1.786792], [-4.885102, -13.092995, 0.340579], [-4.806813, -13.066904, -0.799606], [-4.163544, -12.503638, 2.218310], [-5.910604, -12.692957, 2.124548], [-4.875381, -14.114693, 2.171460]], "forces_ev_per_a": [[0.333, 0.379, -0.043], [-2.348, 1.208, -2.693], [-0.830, -0.198, -0.834], [1.243, -2.956, 1.088], [0.538, -0.634, 0.440], [1.323, 1.193, -0.041], [0.181, 1.675, -0.590], [-0.815, -3.956, 3.137], [0.832, 1.048, -0.711], [-0.204, 0.557, -0.730], [-0.678, -0.454, 0.344], [-1.276, -0.572, -0.872], [-0.191, 0.364, -0.712], [-0.119, 0.555, -0.185], [-0.574, 0.659, -1.256], [-1.340, 0.547, 1.113], [1.611, 0.720, 0.499], [0.960, -0.789, 0.040], [1.804, 0.112, 0.655], [-1.050, -0.700, -0.079], [-0.117, 1.746, -0.129], [0.251, -0.373, 1.709], [0.031, -0.482, -0.161], [0.031, -0.406, -0.179], [0.428, 0.601, 0.130], [-0.066, 0.040, 0.102], [-0.057, 0.095, -0.071], [0.105, 0.052, 0.022], [0.652, -0.240, 0.353], [0.275, -0.102, -0.518], [-0.402, 0.169, 0.235], [-0.161, 0.072, 0.044], [-0.187, -0.048, -0.002], [-0.129, 0.140, -0.109], [0.249, 0.147, -0.046], [0.214, 0.228, 0.140], [-0.378, -0.354, -0.274], [-0.175, 0.017, -0.099], [-0.199, 0.089, 0.274], [0.006, -0.151, 0.085], [0.434, -0.173, -0.162], [0.163, -0.091, -0.050], [-0.436, 0.182, 0.142], [-0.002, 0.048, 0.100], [-0.087, -0.056, 0.008], [-0.026, 0.057, -0.041], [-0.261, 0.493, 0.530], [-0.187, 0.214, 0.271], [0.424, -0.371, -0.715], [0.173, 0.016, -0.118], [-0.023, 0.009, -0.145], [0.011, -0.171, 0.017], [0.299, 0.044, -0.424], [0.080, -0.256, -0.252], [-0.014, 0.330, 0.438], [0.116, 0.144, 0.133], [-0.020, -0.093, 0.229], [-0.201, 0.154, 0.003], [-0.315, 0.335, -0.001], [-0.343, 0.336, 0.010], [0.556, -0.531, 0.038], [0.117, 0.034, 0.030], [0.020, -0.073, -0.120], [0.190, -0.068, 0.050], [0.056, 0.168, 0.608], [0.124, 0.166, 0.466], [-0.216, -0.271, -0.872], [0.029, 0.080, -0.131], [-0.043, -0.095, 0.027], [0.067, -0.119, -0.039], [-0.091, -0.143, -0.457], [0.060, -0.079, 0.226], [-0.213, -0.244, -0.165], [0.105, 0.165, 0.086], [0.033, 0.008, 0.317], [-0.224, 0.062, -0.166], [-0.405, 0.243, 0.116], [-0.397, 0.276, 0.131], [0.574, -0.509, -0.124], [0.140, 0.059, -0.006], [0.014, -0.058, -0.118], [0.040, -0.073, 0.077], [0.483, -0.429, -0.136], [0.408, -0.259, -0.066], [-0.548, 0.510, 0.122], [-0.202, -0.044, 0.007], [-0.001, 0.232, -0.075], [-0.078, 0.021, 0.148], [0.166, -0.054, -0.484], [0.128, -0.040, -0.329], [-0.190, -0.008, 0.566], [-0.134, 0.086, 0.065], [0.076, 0.052, 0.133], [-0.073, -0.094, 0.058], [0.051, -0.016, -0.460], [0.057, -0.067, -0.463], [-0.126, -0.006, 0.634], [-0.055, 0.083, 0.045], [0.090, 0.044, 0.078], [-0.078, -0.092, 0.069], [-0.175, 0.071, 0.515], [-0.200, 0.045, 0.262], [0.181, -0.227, -0.555], [0.082, 0.045, -0.043], [-0.064, 0.074, -0.120], [0.066, -0.179, -0.007], [0.080, 0.056, -0.458], [0.028, -0.007, -0.302], [-0.009, 0.011, 0.537], [-0.096, 0.063, 0.038], [0.097, 0.022, 0.092], [-0.095, -0.110, 0.055], [-0.317, -0.473, 0.138], [-0.236, -0.408, 0.149], [0.456, 0.762, -0.225], [0.011, -0.009, -0.115], [0.117, 0.014, 0.057], [-0.066, 0.102, 0.013], [-0.018, -0.024, 0.477], [0.038, 0.062, 0.340], [0.071, 0.034, -0.579], [0.075, 0.077, -0.076], [-0.097, 0.044, -0.064], [0.008, -0.107, -0.062]], "homo_ev": -9.3, "lumo_energy_ha": 0.0051, "max_force_ev_per_a": 5.11}

=====

{"formula": "C28H56Li5O11P", "method": "ωB97M-V/def2-TZVPD", "elements": ["Li", "Li", "Li", "Li", "Li", "P", "O", "O", "O", "O", "C", "C", "C", "O", "C", "H", "H", "H", "H", "H", "H", "H", "H", "C", "C", "C", "O", "C", "H", "H", "H", "H", "H", "H", "H", "H", "C", "C", "C", "O", "C", "H", "H", "H", "H", "H", "H", "H", "H", "C", "C", "C", "O", "C", "H", "H", "H", "H", "H", "H", "H", "H", "C", "C", "C", "O", "C", "H", "H", "H", "H", "H", "H", "H", "H", "C", "C", "C", "O", "C", "H", "H", "H", "H", "H", "H", "H", "H", "C", "C", "C", "O", "C", "H", "H", "H", "H", "H", "H", "H", "H"], "coordinates": [[-1.483463, -1.795807, -0.220524], [3.177081, -0.581413, 0.654048], [0.307337, -1.893729, 2.403001], [1.003801, -3.161957, -0.207214], [1.426155, -0.236658, -1.953351], [0.709423, -0.788496, 0.277814], [1.670925, -1.755579, 0.948254], [1.585674, 0.434552, 0.046608], [-0.507741, -0.755657, 1.179719], [0.286408, -1.480799, -1.008293], [-0.679417, 0.136416, 5.787128], [-0.239435, 1.258576, 4.847265], [0.773975, 0.566852, 3.879265], [0.566760, -0.850148, 4.130468], [-0.560045, -1.092009, 4.921247], [-1.718142, 0.191239, 6.112907], [-0.025180, 0.077794, 6.656968], [0.277199, 2.075985, 5.350282], [-1.046582, 1.780644, 4.333395], [1.773078, 0.796676, 4.249500], [0.577798, 0.884701, 2.855257], [-0.558410, -1.984742, 5.546659], [-1.397298, -1.142181, 4.225128], [4.912760, 2.974382, -0.595499], [3.403546, 3.093133, -0.832532], [3.190353, 4.603120, -0.969412], [4.182889, 5.123051, -0.081039], [5.360653, 4.390542, -0.174748], [5.361213, 2.720718, -1.556043], [5.185302, 2.215861, 0.138306], [2.873822, 2.674836, 0.023339], [3.075408, 2.544207, -1.715204], [2.195764, 4.896915, -0.633910], [3.314290, 4.943384, -1.997500], [5.869543, 4.325434, 0.786956], [6.065259, 4.798142, -0.899661], [-0.374416, 3.600701, 1.652220], [-0.712933, 4.737697, 0.809386], [-2.096560, 4.437801, 0.224405], [-2.410105, 3.086102, 0.553164], [-1.174056, 2.476586, 0.969979], [-0.659540, 3.752188, 2.693301], [0.696840, 3.404485, 1.607309], [-0.087524, 4.829756, -0.078586], [-0.747984, 5.692425, 1.334127], [-2.106711, 4.569172, -0.857602], [-2.924033, 5.020089, 0.629787], [-0.628646, 2.018803, 0.144721], [-1.389887, 1.584765, 1.558352], [-5.153747, -0.466184, 0.578651], [-5.501893, -1.538002, 1.591732], [-4.181228, -2.309104, 1.768813], [-3.268659, -1.724429, 0.844620], [-3.627594, -0.336351, 0.698090], [-5.671643, 0.485261, 0.699612], [-5.396244, -0.810193, -0.426808], [-6.307560, -2.183374, 1.241717], [-5.699790, -1.101204, 2.570579], [-4.364605, -3.348242, 1.495562], [-3.827572, -2.203847, 2.794462], [-3.212792, 0.148253, -0.185771], [-3.281433, 0.241952, 1.554722], [0.558030, 2.925822, -4.427311], [-0.781061, 2.756723, -3.668844], [-0.297480, 1.714538, -2.625859], [0.457590, 0.783744, -3.408107], [1.203428, 1.523170, -4.376427], [1.161946, 3.742434, -4.031674], [0.430937, 3.118422, -5.492606], [-1.561757, 2.343708, -4.307622], [-1.190281, 3.600803, -3.113719], [-1.161704, 1.268899, -2.133294], [0.402505, 2.165355, -1.922386], [1.040567, 1.052714, -5.346082], [2.243521, 1.554613, -4.051910], [4.240835, -5.841219, 0.173803], [3.975014, -5.654887, 1.620143], [2.625642, -4.907407, 1.575419], [2.568651, -4.329010, 0.227499], [3.817283, -4.494838, -0.402367], [3.633958, -6.659799, -0.213158], [5.297488, -6.094240, 0.086922], [4.676290, -4.990297, 2.124752], [3.900171, -6.563976, 2.216844], [2.565095, -4.157459, 2.364092], [1.781260, -5.584446, 1.704801], [4.484212, -3.645522, -0.254162], [3.708594, -4.419950, -1.484349], [-2.939672, -2.280152, -4.299820], [-2.952853, -3.676965, -3.800032], [-3.091699, -3.571099, -2.237004], [-2.532761, -2.272507, -1.994209], [-2.336740, -1.419405, -3.191585], [-3.969984, -1.926529, -4.338640], [-2.397091, -2.089265, -5.225716], [-2.020251, -4.131538, -4.134275], [-3.777449, -4.192576, -4.292248], [-2.468733, -4.313613, -1.738295], [-4.135072, -3.644767, -1.930363], [-1.280049, -1.357988, -3.451807], [-2.678766, -0.384581, -3.175539]], "forces_ev_per_a": [[-1.366, 0.331, -0.324], [-0.529, 0.222, 0.314], [0.331, 0.550, 0.845], [1.001, -0.277, -0.222], [-0.550, 0.501, -0.540], [-0.078, 1.535, 1.565], [1.704, -2.285, 1.566], [0.054, 0.319, -1.254], [-0.688, 0.293, -0.014], [-0.191, -0.771, -1.915], [-0.579, 0.271, -0.048], [0.542, 0.562, -0.190], [-1.061, 0.441, 1.851], [1.736, -1.059, -1.707], [-1.113, 0.858, 0.429], [0.102, 0.422, 0.226], [-0.043, -0.107, -0.027], [0.027, -0.161, 0.294], [-0.238, -0.516, -0.216], [0.137, -0.076, -0.532], [0.259, -0.473, -0.106], [0.711, -0.265, -0.414], [-0.623, -0.122, 0.130], [0.161, -0.121, -0.948], [-0.044, -0.187, 0.220], [0.417, -0.679, 0.745], [-1.105, 1.204, 0.046], [0.285, -1.270, -0.084], [0.346, -0.183, 0.132], [-0.021, -0.022, -0.001], [-0.276, 0.277, -0.016], [-0.025, -0.069, -0.140], [0.187, 0.261, 0.163], [0.275, 0.111, -0.137], [-0.178, 0.457, 0.107], [-0.049, 0.212, -0.125], [0.533, -1.976, 0.473], [-1.088, 2.223, -1.495], [-0.946, -0.042, 0.143], [1.050, -0.775, 0.174], [-0.467, -0.337, 0.441], [-0.139, -0.126, -0.022], [0.074, -0.161, 0.223], [0.554, 0.089, 0.334], [0.300, 0.006, -0.089], [0.014, 0.005, -0.159], [0.187, 0.271, 0.047], [0.231, 0.504, -0.555], [-0.287, 0.306, 0.516], [0.246, 0.771, -0.299], [0.310, 0.153, 0.583], [-0.849, -0.091, -0.521], [1.287, 0.070, -0.380], [-1.244, -0.234, -0.003], [-0.006, -0.063, 0.246], [0.139, -0.045, -0.082], [-0.029, 0.152, 0.312], [-0.650, 0.028, -0.178], [0.585, -0.094, 0.140], [0.237, -0.182, 0.003], [0.355, -0.491, -0.175], [-0.154, -0.035, 0.239], [-0.455, 0.232, -0.792], [1.141, -0.681, 0.847], [-0.806, 0.901, -1.002], [-0.043, -1.258, 0.968], [-0.420, 0.896, 0.034], [0.088, -0.250, 0.222], [-0.246, 0.449, 0.116], [0.034, -0.104, 0.089], [0.260, 0.341, -0.426], [0.370, -0.507, 0.142], [-0.277, 0.274, 0.371], [0.489, -0.267, 0.177], [0.180, -0.034, -0.400], [1.723, -0.093, -0.534], [-1.408, 0.716, 1.386], [0.226, -0.419, 0.020], [-1.448, 0.585, 0.815], [0.439, -0.634, -0.880], [0.017, 0.156, -0.270], [-0.031, 0.046, -0.634], [0.361, -0.150, -0.239], [0.033, -0.027, -0.195], [-0.020, 0.403, -0.285], [-0.084, -0.025, -0.284], [0.382, -0.030, 0.990], [-0.513, -0.699, -0.126], [-1.159, 2.242, 0.525], [0.083, -1.017, 0.165], [0.560, 0.535, -2.504], [0.559, 1.866, 0.984], [0.930, -2.288, -0.659], [-0.160, -0.078, -0.771], [-0.365, -0.277, -0.109], [0.031, -0.457, 0.458], [0.112, -0.349, 0.296], [-0.163, -0.008, 0.123], [0.073, 0.178, 0.197], [0.407, 0.003, 0.804], [-0.659, -0.286, 0.790]], "homo_ev": -13.6, "lumo_energy_ha": -0.2099, "total_charge": 2, "max_force_ev_per_a": 3.25}